Entry 1:
{
  "formula": "C27H34BrF12N9O6S3SbSn",
  "method": "ωB97M-V with the def2-TZVPD basis set",
  "symbols": ["Sn", "O", "C", "C", "C", "C", "C", "C", "C", "O", "N", "N", "C", "C", "Br", "C", "C", "C", "C", "C", "C", "C", "H", "H", "H", "H", "H", "H", "H", "H", "H", "H", "H", "H", "H", "H", "F", "C", "F", "F", "S", "O", "O", "N", "S", "O", "O", "C", "F", "F", "F", "C", "N", "C", "N", "C", "N", "C", "N", "C", "C", "H", "H", "H", "H", "H", "H", "H", "H", "H", "H", "H", "H", "C", "N", "C", "S", "N", "C", "H", "H", "H", "H", "H", "H", "H", "H", "F", "Sb", "F", "F", "F", "F", "F"],
  "positions_angstrom": [[-0.421052, 0.504418, -0.352111], [3.609460, -1.273121, -1.625839], [3.787520, -2.244713, -0.696311], [4.928381, -3.038978, -0.775084], [5.147634, -4.034553, 0.159590], [4.230665, -4.263527, 1.180343], [3.093283, -3.478221, 1.249787], [2.866504, -2.459524, 0.328577], [1.607546, -1.628852, 0.467730], [1.270756, -0.849045, -0.589525], [1.763728, -0.762447, 1.694523], [1.470937, 0.473371, 1.614996], [1.292490, 1.179128, 2.728625], [1.159586, 2.571307, 2.656891], [1.585015, 3.429521, 1.033211], [0.807583, 3.362272, 3.726776], [0.255342, 2.910831, 4.976753], [0.521512, 3.663579, 6.132387], [0.046662, 3.244377, 7.357290], [-0.733983, 2.093916, 7.440677], [-1.053958, 1.373842, 6.297478], [-0.568478, 1.779111, 5.067915], [2.730813, -0.877802, -1.437004], [5.628736, -2.853429, -1.578753], [6.040230, -4.642713, 0.088470], [4.393223, -5.052627, 1.901207], [2.349655, -3.669425, 2.018785], [0.792644, -2.305947, 0.756937], [1.837656, -1.229998, 2.603396], [1.239830, 0.680859, 3.693101], [0.959027, 4.430458, 3.618890], [1.119965, 4.563118, 6.056505], [0.271749, 3.815198, 8.248018], [-1.115480, 1.772964, 8.401178], [-1.697244, 0.506747, 6.353233], [-0.887014, 1.260465, 4.174035], [-3.701838, 4.273735, -2.700795], [-4.039599, 4.251106, -1.406909], [-4.054044, 5.495346, -0.947373], [-5.253663, 3.726994, -1.292002], [-2.799965, 3.214831, -0.519056], [-3.106855, 1.845238, -0.877733], [-1.516477, 3.697915, -0.966837], [-3.162715, 3.603468, 0.966246], [-2.697503, 2.617487, 2.106583], [-2.778921, 3.249438, 3.384340], [-1.463285, 1.942356, 1.753272], [-3.977675, 1.247385, 2.154364], [-4.261375, 0.967771, 3.420917], [-3.511215, 0.152869, 1.564418], [-5.094837, 1.628112, 1.540903], [0.709174, 2.656551, -3.004526], [0.899023, 2.954263, -4.418883], [1.890334, 2.031344, -4.971232], [1.477819, 0.630337, -4.821192], [1.292294, 0.376703, -3.402253], [0.263924, 1.252760, -2.800108], [-1.006602, 1.070826, -3.554271], [-0.839450, 1.346671, -4.971804], [-0.372490, 2.730723, -5.114812], [0.192012, 0.457454, -5.502184], [-0.042821, 3.321703, -2.581105], [1.653184, 2.797731, -2.473161], [2.841736, 2.175697, -4.455617], [2.028602, 2.247467, -6.031732], [2.238957, 0.552362, -2.888574], [1.007987, -0.664994, -3.247403], [-1.748894, 1.752839, -3.135115], [-1.360987, 0.047374, -3.408624], [-1.127434, 3.403499, -4.705469], [-0.238262, 2.950643, -6.175165], [0.328458, 0.664008, -6.565019], [-0.138668, -0.578000, -5.388517], [0.434324, -3.998913, -3.381610], [-0.068077, -3.075027, -2.374144], [-1.240501, -3.120384, -1.729343], [-1.934980, -1.728956, -1.046980], [-1.893302, -4.277820, -1.572006], [-1.319621, -5.616426, -1.612830], [1.130720, -3.449847, -4.011513], [-0.379709, -4.356911, -4.010783], [0.963212, -4.847982, -2.952411], [0.386258, -2.177660, -2.303712], [-2.759145, -4.169837, -1.067148], [-1.303271, -6.036289, -2.617221], [-1.935507, -6.254184, -0.984556], [-0.312166, -5.613959, -1.198514], [-0.837721, -1.039911, 1.737219], [-1.291922, -2.363018, 3.070141], [-0.442918, -3.638660, 1.952680], [-2.934887, -2.700057, 2.240176], [-1.595461, -3.631968, 4.412789], [-1.976482, -0.967237, 4.126009], [0.452305, -1.977523, 3.787508]],
  "forces_ev_per_a": [[0.0, -0.1, -0.4], [0.1, -0.1, 0.0], [0.1, 0.1, 0.0], [0.0, 0.0, 0.0], [0.0, 0.0, 0.0], [0.0, 0.0, 0.0], [0.0, -0.1, 0.0], [0.0, 0.0, -0.1], [0.0, -0.3, 0.2], [0.0, 0.1, -0.3], [0.1, 0.1, 0.0], [0.2, 0.0, 0.1], [0.0, 0.0, 0.0], [0.0, 0.0, 0.1], [-0.1, 0.0, 0.0], [0.0, 0.0, 0.0], [0.0, 0.0, -0.1], [0.0, 0.0, 0.0], [0.0, 0.0, 0.0], [0.0, 0.0, 0.0], [0.0, 0.0, 0.0], [0.0, -0.1, 0.0], [0.0, 0.0, 0.0], [0.0, 0.0, 0.0], [0.0, 0.0, 0.0], [0.0, 0.0, 0.0], [0.0, 0.0, 0.0], [0.1, 0.0, 0.0], [-0.1, 0.0, 0.0], [0.1, 0.0, 0.0], [0.0, 0.0, 0.0], [0.0, 0.0, 0.0], [0.0, 0.0, 0.0], [0.0, 0.0, 0.0], [0.0, 0.0, 0.0], [0.0, 0.0, 0.0], [0.0, 0.0, 0.0], [0.0, 0.0, 0.0], [0.0, 0.0, 0.0], [0.0, 0.0, 0.0], [0.1, 0.0, 0.0], [0.0, 0.1, 0.0], [-0.1, 0.1, 0.1], [0.0, -0.2, -0.1], [-0.1, 0.2, -0.2], [0.0, 0.1, 0.0], [0.0, -0.1, 0.4], [0.0, 0.1, 0.0], [0.0, 0.0, 0.0], [0.0, 0.0, 0.0], [0.0, 0.0, 0.0], [0.0, 0.1, 0.1], [0.0, 0.0, 0.0], [0.0, 0.0, 0.0], [0.0, 0.0, 0.0], [0.1, 0.0, 0.0], [0.0, -0.3, 0.0], [-0.1, 0.1, 0.0], [0.1, 0.1, 0.0], [0.0, 0.0, 0.0], [0.0, 0.0, 0.0], [0.0, 0.0, 0.0], [0.0, 0.0, 0.0], [0.0, 0.0, 0.0], [0.0, 0.0, 0.0], [0.0, 0.0, 0.0], [0.0, 0.0, -0.1], [0.0, 0.0, 0.0], [0.0, 0.0, 0.0], [0.0, 0.0, 0.0], [0.0, 0.0, 0.0], [0.0, 0.0, 0.0], [0.0, 0.0, 0.0], [0.0, 0.0, 0.0], [0.0, 0.0, 0.0], [0.4, -0.1, 0.2], [-0.5, 0.2, -0.1], [-0.1, 0.0, -0.2], [0.0, 0.0, 0.1], [0.0, 0.0, 0.0], [0.0, 0.0, 0.0], [0.0, 0.0, 0.0], [0.1, -0.1, 0.2], [0.0, 0.0, 0.0], [0.0, 0.0, 0.0], [0.0, 0.0, 0.0], [0.0, 0.0, 0.0], [-0.2, 0.1, 0.1], [0.0, -0.1, 0.0], [0.0, -0.1, 0.0], [0.0, 0.0, 0.0], [0.0, 0.0, 0.0], [-0.1, 0.1, 0.0], [0.0, 0.0, 0.0]],
  "total_energy_ev": -201776.3255,
  "lumo_energy_ev": [-1.29, -3.11],
  "multiplicity": 2,
  "e_above_lowest_ev": 0.0000,
  "total_charge": 0,
  "s_squared": 0.8114
}

Entry 2:
{
  "formula": "C27H34Cl2P",
  "method": "ωB97M-V with the def2-TZVPD basis set",
  "symbols": ["C", "C", "Cl", "C", "P", "Cl", "H", "H", "H", "H", "H", "H", "H", "H", "H", "H", "C", "C", "C", "C", "C", "C", "H", "H", "H", "H", "H", "H", "C", "C", "C", "C", "C", "C", "H", "H", "H", "H", "H", "H", "C", "C", "C", "C", "C", "C", "H", "H", "H", "H", "H", "H", "C", "C", "C", "C", "C", "C", "H", "H", "H", "H", "H", "H"],
  "positions_angstrom": [[-3.344519, -1.049935, -1.302000], [-3.867401, -0.924040, -2.739196], [-4.023823, 0.845878, -3.181409], [-2.998987, -1.690912, -3.728712], [-1.016709, -1.344610, -3.907200], [-3.827353, -1.670493, -5.343063], [-3.144827, -0.080154, -0.855931], [-4.079558, -1.562387, -0.670626], [-2.424068, -1.631563, -1.282329], [-4.899564, -1.272534, -2.807723], [-3.040768, -2.744956, -3.421917], [-0.924996, -2.747564, -4.392533], [-1.199491, -0.862904, -5.270542], [-1.178027, 0.012518, -3.363610], [-0.897739, -1.873161, -2.512294], [0.442450, -1.182710, -3.985100], [-0.697168, -2.555181, 0.528873], [-1.192911, -3.751287, 1.028229], [-1.586557, -3.840092, 2.357709], [-1.493892, -2.729147, 3.185678], [-1.006417, -1.528992, 2.683845], [-0.604876, -1.444588, 1.357956], [-0.407246, -2.474681, -0.513852], [-1.278252, -4.611385, 0.376070], [-1.974075, -4.773957, 2.746490], [-1.810230, -2.795258, 4.219557], [-0.949017, -0.655674, 3.322747], [-0.228534, -0.508148, 0.962705], [4.472951, -0.839889, 2.000065], [5.378967, -0.709317, 0.956046], [5.038224, -1.144967, -0.318301], [3.790134, -1.707497, -0.551011], [2.885131, -1.837342, 0.494366], [3.226031, -1.405594, 1.768978], [4.737030, -0.495558, 2.992170], [6.349239, -0.262419, 1.134229], [5.743626, -1.038795, -1.133652], [3.514288, -2.032448, -1.546150], [1.909437, -2.267532, 0.315775], [2.510534, -1.505104, 2.576302], [-2.520257, 2.504950, 3.238314], [-1.511747, 2.518034, 2.283494], [-1.823988, 2.370022, 0.938646], [-3.147311, 2.211950, 0.544752], [-4.153933, 2.197510, 1.500356], [-3.842007, 2.343746, 2.845654], [-2.275525, 2.618400, 4.287404], [-0.479717, 2.642649, 2.591153], [-1.038845, 2.370216, 0.191978], [-3.389605, 2.087905, -0.503380], [-5.183346, 2.062852, 1.192701], [-4.629239, 2.327198, 3.589403], [3.249781, 4.555782, -0.717827], [2.174419, 4.070151, 0.012930], [2.102531, 2.719277, 0.325383], [3.103343, 1.851084, -0.089105], [4.177598, 2.338804, -0.820445], [4.251217, 3.689307, -1.134138], [3.303331, 5.607902, -0.968973], [1.387571, 4.742028, 0.333399], [1.260277, 2.341643, 0.892552], [3.044907, 0.796948, 0.147604], [4.953053, 1.660031, -1.150614], [5.086456, 4.065984, -1.711881]],
  "forces_ev_per_a": [[-0.2, -0.2, 0.0], [0.2, -0.1, 0.0], [0.0, 0.0, 0.0], [-0.1, 0.0, 0.1], [0.0, -0.1, 0.1], [0.0, -0.1, 0.0], [0.0, 0.0, 0.0], [0.1, 0.1, -0.1], [-0.1, 0.1, 0.0], [0.1, 0.1, 0.0], [0.0, 0.1, 0.0], [0.0, 0.1, 0.0], [0.0, 0.1, 0.0], [0.0, 0.0, 0.0], [0.0, 0.0, -0.1], [-0.1, 0.0, 0.0], [0.0, 0.0, 0.0], [0.0, 0.0, 0.0], [0.0, 0.0, 0.0], [0.0, 0.0, 0.0], [0.0, 0.0, 0.0], [0.0, 0.0, 0.0], [0.0, 0.0, 0.0], [0.0, 0.0, 0.0], [0.0, 0.0, 0.0], [0.0, 0.0, 0.0], [0.0, 0.0, 0.0], [0.0, 0.0, 0.0], [0.0, 0.0, 0.0], [0.0, 0.0, 0.0], [0.0, 0.0, 0.0], [0.0, 0.0, 0.0], [0.0, -0.1, 0.0], [0.0, 0.0, 0.0], [0.0, 0.0, 0.0], [0.0, 0.0, 0.0], [0.0, 0.0, 0.0], [0.0, 0.0, 0.0], [0.0, 0.0, 0.0], [0.0, 0.0, 0.0], [0.0, 0.0, 0.0], [0.0, 0.0, 0.0], [0.0, 0.0, 0.0], [0.0, 0.0, 0.0], [0.0, 0.0, 0.0], [0.0, 0.0, 0.0], [0.0, 0.0, 0.0], [0.0, 0.0, 0.0], [0.0, 0.0, 0.0], [0.0, 0.0, 0.0], [0.0, 0.0, 0.0], [0.0, 0.0, 0.0], [0.0, 0.0, 0.0], [0.0, 0.0, 0.0], [0.0, 0.0, 0.0], [0.0, 0.0, 0.0], [0.0, 0.0, 0.0], [0.0, 0.0, 0.0], [0.0, 0.0, 0.0], [0.0, 0.0, 0.0], [0.0, 0.0, 0.0], [0.0, 0.1, 0.0], [0.0, 0.0, 0.0], [0.0, 0.0, 0.0]],
  "total_energy_ev": -62882.0827,
  "lumo_energy_ev": 2.54,
  "total_charge": -1
}

Entry 3:
{
  "formula": "C27H34CuN11O2",
  "method": "ωB97M-V with the def2-TZVPD basis set",
  "symbols": ["Cu", "N", "C", "O", "C", "C", "H", "H", "H", "H", "H", "H", "C", "N", "C", "N", "C", "N", "C", "C", "C", "C", "C", "C", "C", "N", "N", "C", "O", "C", "C", "C", "C", "C", "C", "N", "C", "N", "C", "N", "C", "H", "H", "H", "H", "H", "H", "H", "H", "H", "H", "H", "H", "H", "H", "H", "H", "C", "C", "C", "C", "N", "N", "H", "H", "H", "H", "H", "H", "H", "H", "H", "H", "H", "H"],
  "positions_angstrom": [[-0.111474, 0.150799, 0.034621], [-1.083557, -0.209027, 4.190938], [-0.892952, -0.153880, 2.852241], [0.221612, 0.058439, 2.400459], [-2.123078, -0.369526, 2.010224], [-2.009097, 0.399037, 0.685748], [-0.293121, -0.098215, 4.804186], [-1.979280, -0.425482, 4.590118], [-3.010759, -0.097990, 2.597198], [-2.180258, -1.444628, 1.808990], [-2.230783, 1.453527, 0.892933], [-2.808956, 0.054361, 0.022069], [4.019771, 3.704135, 0.975416], [3.215344, 2.696026, 0.334118], [2.019378, 2.195803, 0.679135], [1.656878, 1.282301, -0.198847], [2.680422, 1.250486, -1.074584], [3.637496, 2.093404, -0.780077], [4.330424, 3.374801, 2.416644], [4.448413, 4.394695, 3.356842], [4.753587, 4.090699, 4.677956], [4.928594, 2.783491, 5.078210], [4.806573, 1.752276, 4.141354], [4.520193, 2.062726, 2.808453], [4.917408, 0.382373, 4.548780], [5.197663, -0.090003, 5.736311], [5.119661, -1.418489, 5.670541], [4.792241, -1.735159, 4.445129], [4.657401, -0.622341, 3.669162], [4.508679, -3.026745, 3.889611], [4.546394, -4.189883, 4.664657], [4.183473, -5.393230, 4.096257], [3.765695, -5.462702, 2.772088], [3.736920, -4.312359, 1.991318], [3.259307, -4.347493, 0.556734], [2.140104, -3.461995, 0.347338], [2.124694, -2.134836, 0.152267], [0.884335, -1.721690, 0.025161], [0.153519, -2.844153, 0.157337], [0.883625, -3.913894, 0.354079], [4.122593, -3.108188, 2.549412], [3.514285, 4.674397, 0.918209], [4.943522, 3.767425, 0.389324], [1.455358, 2.490999, 1.538678], [2.725907, 0.613689, -1.933892], [4.301812, 5.423853, 3.060948], [4.836957, 4.888291, 5.400963], [5.149509, 2.527984, 6.101937], [4.439871, 1.260634, 2.090625], [4.843866, -4.119080, 5.698722], [4.201194, -6.293485, 4.692263], [3.457705, -6.409334, 2.352388], [2.925366, -5.352989, 0.294548], [4.063616, -4.045307, -0.122405], [2.998627, -1.518764, 0.098920], [-0.913048, -2.865334, 0.092372], [4.112434, -2.202183, 1.965000], [1.536019, -2.368958, -4.584511], [0.564863, -1.215699, -4.325633], [1.080724, 0.080242, -4.971689], [-0.816796, -1.561811, -4.886076], [0.464620, -1.145857, -2.861677], [-0.349488, -0.151235, -2.282751], [1.597842, -2.602087, -5.643414], [1.187812, -3.245392, -4.044830], [2.529699, -2.112873, -4.222104], [1.206973, -0.056552, -6.042762], [2.039260, 0.368658, -4.545373], [0.379336, 0.899262, -4.818411], [-0.752382, -1.819995, -5.940886], [-1.502574, -0.723488, -4.779371], [-1.218374, -2.409619, -4.338738], [1.390361, -1.064092, -2.451019], [-1.323282, -0.422573, -2.357750], [-0.224876, 0.782335, -2.678118]],
  "forces_ev_per_a": [[-0.4, 0.3, -0.3], [0.0, 0.0, 0.6], [-0.1, -0.1, 0.2], [0.4, 0.1, 0.4], [0.0, 0.4, -0.6], [0.1, -0.1, 0.1], [0.0, 0.0, -0.1], [0.0, 0.0, -0.1], [0.0, -0.1, 0.2], [0.0, -0.1, 0.1], [-0.1, 0.0, 0.0], [-0.1, 0.0, -0.1], [0.3, 0.4, 0.2], [-0.5, -0.3, 0.0], [0.0, -0.1, -0.2], [-0.4, 0.0, 0.3], [0.0, 0.3, 0.3], [0.9, 0.0, -0.6], [0.0, 0.2, 0.0], [0.0, -0.3, 0.0], [0.0, 0.2, -0.1], [0.0, -0.4, -0.2], [-0.2, 1.0, -0.6], [0.1, -0.2, 0.4], [0.2, -1.2, 0.9], [-0.1, 1.9, -0.6], [-0.3, -1.9, -0.8], [0.4, 1.0, 1.0], [0.1, 0.0, 0.5], [-0.3, -0.8, -0.8], [0.0, 0.4, -0.1], [-0.1, -0.2, -0.1], [0.1, 0.3, 0.0], [0.0, -0.3, 0.0], [0.3, -0.2, 0.2], [-0.1, 0.5, -0.3], [-0.3, 0.0, -0.1], [0.3, 0.3, 0.1], [0.5, -0.2, 0.0], [-0.4, -0.9, 0.2], [0.2, 0.0, 0.5], [0.1, -0.1, 0.0], [-0.2, 0.0, 0.1], [-0.1, 0.1, 0.3], [0.0, -0.1, -0.2], [0.0, 0.1, 0.0], [0.0, 0.1, 0.1], [0.0, 0.0, 0.1], [-0.1, -0.1, -0.1], [0.0, 0.0, 0.1], [0.0, -0.1, 0.1], [0.0, -0.1, 0.0], [0.1, 0.2, -0.1], [-0.1, -0.1, 0.1], [0.3, 0.1, 0.0], [-0.3, 0.0, 0.0], [-0.1, 0.1, -0.1], [-0.3, 0.2, 0.1], [0.0, 0.0, -0.2], [-0.2, -0.3, 0.2], [0.3, 0.1, 0.2], [0.1, 0.0, -0.1], [0.0, 0.1, -0.5], [0.1, 0.0, -0.1], [0.0, -0.2, 0.0], [0.2, 0.0, 0.0], [0.0, 0.0, -0.1], [0.2, 0.0, 0.0], [-0.1, 0.1, 0.0], [0.0, 0.0, -0.1], [-0.1, 0.1, 0.0], [-0.1, -0.2, 0.0], [-0.2, -0.1, 0.0], [0.1, 0.1, 0.1], [-0.1, -0.2, -0.1]],
  "total_energy_ev": -93675.3584,
  "lumo_energy_ev": -0.30,
  "total_charge": 0
}